1.
Computed, not measured: a cluster of 12 separate species, C60H131F9N12O19 in total in a non-equilibrium geometry, with ωB97M-V with the def2-TZVPD basis set.

Calculated values
Orbital gap (eV): 8.090
Spin multiplicity: 1
Lowest unoccupied orbital energy (eV): -5.9
Total charge: +4

```
231
C60H131F9N12O19 (ωB97M-V with the def2-TZVPD basis set)
C 20.3232 15.6785 12.3743
O 19.0923 16.4426 12.6777
C 18.4820 17.0098 11.5252
C 17.2849 17.8007 11.9751
N 17.5478 18.7669 13.0786
H 16.7290 19.2336 13.4167
H 17.7567 18.2779 14.0643
C 18.6350 19.8131 12.7215
C 18.0584 21.1499 12.5156
O 17.6443 21.6366 13.7915
C 16.9646 22.8540 13.6825
H 20.1460 14.7956 11.7484
H 20.7641 15.2756 13.2856
H 20.9751 16.4822 11.9627
H 18.0967 16.3577 10.7285
H 19.2204 17.6706 11.0199
H 16.4801 17.1742 12.3903
H 16.9086 18.2979 11.0528
H 19.2065 19.3968 11.8688
H 19.2743 19.7239 13.5977
H 17.0860 21.1796 11.9427
H 18.6528 21.8546 11.9148
H 16.6240 23.0775 14.7022
H 16.0580 22.8478 12.9892
H 17.6765 23.6262 13.2858
C 26.7365 18.2115 18.7681
O 26.9783 17.0795 19.6680
C 28.3232 17.0164 19.9505
C 28.6272 15.8299 20.8365
N 28.3201 14.4629 20.1536
H 28.6711 14.5719 19.2197
H 28.9544 13.7737 20.6009
C 26.9196 13.8279 20.0751
C 27.0482 12.6767 19.2490
O 27.6746 13.2017 18.0521
C 28.1945 12.1701 17.1912
H 27.0662 19.1482 19.1860
H 25.6294 18.2923 18.6066
H 27.2848 18.1193 17.8590
H 28.6150 17.8785 20.5456
H 28.9840 16.9852 19.0527
H 28.1376 15.7521 21.8028
H 29.6861 15.7352 20.9696
H 26.2229 14.5152 19.6252
H 26.5832 13.6148 21.0895
H 26.0934 12.2635 18.9866
H 27.6909 11.7788 19.5864
H 28.8817 11.4905 17.7255
H 28.9035 12.6030 16.4172
H 27.4001 11.7053 16.5763
C 13.8985 6.8014 13.7372
O 14.7062 7.8337 14.3164
C 16.0947 7.6651 14.2405
C 16.8590 8.2274 15.3642
N 16.8663 9.6961 15.4766
H 16.8385 10.1321 14.5852
H 15.6180 10.4750 16.0655
C 18.0587 10.2077 16.1751
C 18.4227 9.6944 17.5056
O 17.5160 10.2549 18.4697
C 17.0428 9.3821 19.4321
H 12.9358 7.2879 13.4687
H 13.6954 6.0325 14.4853
H 14.4584 6.3906 12.8532
H 16.4727 8.1945 13.3405
H 16.3989 6.6040 14.1925
H 17.8408 7.9245 15.1442
H 16.5154 7.7628 16.3548
H 17.9353 11.2788 16.1762
H 18.8905 10.0547 15.5045
H 19.4794 10.0067 17.6989
H 18.4788 8.6297 17.6731
H 16.3787 8.6807 18.9541
H 16.4740 9.9921 20.1529
H 17.8610 8.8361 19.9476
C 10.6679 12.5582 27.3282
O 10.7946 11.5424 26.3993
C 9.6426 11.0239 25.8184
C 10.1106 10.1517 24.6621
N 11.1337 9.1806 25.1878
H 11.8725 9.6652 25.7141
H 10.6418 8.5910 25.8808
C 11.7882 8.3147 24.1902
C 13.0007 7.7148 24.8021
O 13.8647 8.7429 25.0340
C 15.0732 8.5177 25.7430
H 10.3196 13.4947 26.8754
H 11.6686 12.7622 27.7112
H 10.1299 12.2792 28.2196
H 8.9930 11.7804 25.4049
H 9.0256 10.4828 26.5528
H 10.7109 10.7262 23.9674
H 9.3047 9.5888 24.1971
H 12.0601 8.9573 23.3528
H 11.0448 7.5686 23.8304
H 13.4907 6.8863 24.1782
H 12.7956 7.2750 25.7054
H 15.0021 7.5277 26.1380
H 15.3009 9.3029 26.4397
H 15.9098 8.3877 24.9920
C 13.8839 15.8241 13.5287
O 13.2523 14.6129 13.4076
C 13.1256 14.0100 14.7609
C 12.3422 12.7818 14.4994
N 13.0326 11.8698 13.4904
H 14.7266 11.8561 13.2978
H 12.8367 10.9079 13.7521
C 12.4561 11.9752 12.0842
C 11.4523 10.8590 11.8212
O 10.2994 11.2868 12.6209
C 9.1159 10.4247 12.4838
H 13.2084 16.6110 13.9929
H 14.0468 16.2714 12.5647
H 14.8638 15.6913 14.1206
H 12.5957 14.6926 15.4385
H 14.1172 13.8130 15.1040
H 11.3718 13.0618 14.0681
H 12.2072 12.2089 15.4338
H 13.2784 12.0380 11.2925
H 12.0879 12.9751 11.9842
H 11.8526 10.0033 12.2894
H 11.1737 10.5232 10.8445
H 9.4092 9.3917 12.6766
H 8.6532 10.4630 11.4391
H 8.5168 10.9408 13.2535
C 18.4296 23.1848 16.9399
C 18.0626 22.0473 17.8113
N 17.4290 22.5504 18.9992
C 17.1189 21.7402 20.0197
C 16.3244 22.4139 20.9171
N 16.2710 23.7175 20.4363
C 16.9734 23.7978 19.3149
C 15.6345 24.7695 21.2156
H 19.0240 22.8998 16.0998
H 19.0899 23.8898 17.5085
H 17.5253 23.6409 16.5113
H 18.9118 21.4675 18.1110
H 17.2828 21.3553 17.3498
H 17.3210 20.6623 19.9982
H 15.8433 22.2474 21.8690
H 17.1341 24.6736 18.7579
H 14.7224 24.3584 21.6444
H 15.3319 25.5152 20.4701
H 16.3180 25.1332 21.9768
C 15.0129 15.6332 19.0750
C 14.8241 15.2818 17.6032
N 16.2051 14.9876 17.0210
C 16.4134 14.0057 15.9891
C 17.7166 14.0525 15.6084
N 18.2824 15.0160 16.3840
C 17.4066 15.5667 17.2180
C 19.6771 15.3916 16.1785
H 14.0172 15.5274 19.5184
H 15.3290 16.6942 19.1177
H 15.5481 14.8963 19.6870
H 14.4237 16.0469 17.0217
H 14.3719 14.3179 17.3733
H 15.7499 13.1549 15.8651
H 18.3179 13.3669 15.0598
H 17.6477 16.5101 17.8299
H 20.1974 14.8466 15.3726
H 20.2581 15.1827 17.0821
H 19.7898 16.4086 15.8852
C 18.7680 13.0429 21.2576
C 20.2277 13.4833 21.3116
N 20.4279 14.8176 20.7294
C 19.5156 15.8163 20.4960
C 20.1491 16.7493 19.7367
N 21.4060 16.2978 19.4692
C 21.5741 15.1351 20.1092
C 22.2391 16.8842 18.3821
H 18.3223 13.5350 20.4024
H 18.1479 13.2842 22.1173
H 18.6845 11.9756 21.0698
H 20.8746 12.8368 20.7136
H 20.7127 13.5787 22.2490
H 18.5091 15.7868 20.8654
H 19.7626 17.6068 19.2464
H 22.4901 14.5171 19.9422
H 23.2510 17.0314 18.7003
H 21.8663 17.9001 18.2243
H 22.1708 16.1903 17.5376
N 18.1663 18.7448 16.4808
O 18.8271 19.6548 16.0654
O 17.4138 18.0678 15.7442
O 18.1096 18.5313 17.7296
C 14.3196 10.6737 17.6273
O 13.0378 10.2687 17.4782
O 14.9080 11.1362 16.4860
C 14.3098 11.7747 18.6555
F 13.4086 12.6585 18.2909
F 13.9500 11.3709 19.8858
F 15.4501 12.5142 18.6779
C 12.9272 8.9026 16.9928
C 11.5058 8.5330 16.7142
H 10.8360 8.5586 17.5742
H 11.1214 9.2499 16.0001
H 11.4748 7.5180 16.3334
H 13.3928 8.1913 17.6775
H 13.4842 8.8907 16.0711
H 14.8935 9.8285 18.0318
C 23.3243 13.5939 17.4499
O 22.9905 14.6067 16.5173
O 23.7616 14.0512 18.6285
C 22.0738 12.7341 17.5775
F 20.8674 13.2644 17.9769
F 21.8399 12.0906 16.4015
F 22.4720 11.7278 18.4265
C 24.0269 15.4365 16.2058
C 23.7851 15.9661 14.7605
H 22.8233 16.5393 14.7779
H 24.4390 16.7212 14.4314
H 23.5714 15.1259 13.9930
H 25.0148 15.0104 16.2537
H 24.1197 16.2798 16.9198
H 24.0110 12.8719 16.9648
C 16.2708 11.6967 12.0888
O 15.9559 10.3081 11.7189
O 15.7098 11.8845 13.3362
C 17.8467 11.9296 12.2080
F 18.5169 11.3703 11.2874
F 17.9159 13.2390 11.9894
F 18.5747 11.7603 13.3170
C 15.3164 10.1774 10.4483
C 14.7990 8.7104 10.4196
H 14.0932 8.5629 9.6170
H 15.7138 8.1437 10.1348
H 14.3097 8.2603 11.3311
H 15.9522 10.4692 9.5684
H 14.4401 10.8675 10.3979
H 15.8606 12.2890 11.2954
```

2.
Computed, not measured: the ion C3H7N2 with charge +1 in a non-equilibrium geometry, with ωB97M-V with the def2-TZVPD basis set.

Calculated values
Orbital gap (eV): 11.198
Spin multiplicity: 1
Energy relative to the best compared isomer or geometry (same formula, charge and spin) (kJ/mol): 233.53
SMILES: CN1CC1=[NH2+]
Lowest unoccupied orbital energy (eV): -4.3
Total charge: +1

```
12
C3H7N2 (ωB97M-V with the def2-TZVPD basis set)
C 1.5334 0.7844 -0.0334
N 0.4460 -0.0794 -0.0982
C 0.0205 -1.4087 -0.0579
C -0.7811 -0.1725 0.1796
N -2.0110 0.5626 0.0882
H 1.2308 1.6789 -0.4504
H 2.0305 0.7286 0.8938
H 2.2061 0.2295 -0.7677
H 0.1998 -1.9370 0.7945
H -0.1317 -1.9960 -0.9415
H -2.8338 0.1084 0.2635
H -1.9096 1.5013 0.1293
```

3.
Computed, not measured: an isolated molecule of C4H11BrSi2 in a non-equilibrium geometry, with ωB97M-V with the def2-TZVPD basis set.

Calculated values
Orbital gap (eV): 8.569
Spin multiplicity: 1
Energy relative to the best compared isomer or geometry (same formula, charge and spin) (kJ/mol): 183.56
SMILES: C=[Si](Br)C[SiH](C)C
Lowest unoccupied orbital energy (eV): 0.4
Total charge: 0

```
18
C4H11BrSi2 (ωB97M-V with the def2-TZVPD basis set)
C 2.7550 -2.2982 0.3609
Si 2.0548 -0.9097 -0.3835
Br 3.3930 0.9110 -0.1295
C 0.4398 -0.5043 -1.0956
Si -1.0780 0.1329 0.1324
C -2.6343 0.7529 -0.6977
C -0.5116 1.5970 1.1812
H 3.7257 -2.2194 0.9667
H 2.2102 -3.1688 0.6424
H 0.0242 -1.4994 -1.4398
H 0.6806 0.1273 -2.0890
H -1.3559 -1.1789 0.8797
H -2.9523 -0.0085 -1.3773
H -3.4186 0.9473 0.1191
H -2.3778 1.6739 -1.2654
H -0.1496 2.4287 0.5669
H -1.1833 1.8223 1.8689
H 0.3782 1.3939 1.7598
```

- Look up the spin multiplicity of the third one.
  1

- What is the spin multiplicity in the third record?
  1

- What is the formula in the third record?
  C4H11BrSi2